# 1
ORCA calculation (ωB97M-V/def2-TZVPD) on a 2-piece molecular cluster, C4H3O2 overall in a non-equilibrium geometry.

For the electronic energy, the calculation gives -8271.1410 eV. The HOMO-LUMO gap (spin up / spin down) comes out at 8.3 / 8.3 eV. As for the total charge: +1.

The geometry in XYZ format:
```
9
Properties=species:S:1:pos:R:3:forces:R:3
C -0.6434 -1.1516 1.2625 -0.31 -1.94 -0.56
C 0.8232 0.6358 1.0917 3.89 0.15 -0.70
C -0.0805 -0.0326 2.0305 1.67 -0.81 1.35
C -0.1485 -0.1041 0.2815 0.35 -0.92 0.31
O -0.3948 -0.3804 -2.0100 -1.96 1.27 -0.51
O -0.5187 0.9777 1.1742 -4.49 4.95 -0.79
H 0.3656 -0.9659 -1.9997 -0.45 -0.44 -1.40
H 1.6889 1.3682 0.9417 -1.27 -1.40 0.50
H -1.0917 -0.3471 -2.7725 2.56 -0.84 1.79
```
Positions in Å, forces in eV/Å.



# 2
ORCA calculation (ωB97M-V/def2-TZVPD) on an isolated ion of composition C4H3O3S and charge -1 in a non-equilibrium geometry.

For the electronic energy, the calculation gives -21173.6385 eV. The HOMO-LUMO gap comes out at 7.0 eV. The SMILES is O=C1C(S)=C([O-])[C@@H]1O. As for the total charge: -1.

The geometry in XYZ format:
```
11
Properties=species:S:1:pos:R:3:forces:R:3
O 0.5476 -2.2666 0.3088 -1.24 0.98 -0.22
C 0.1033 -1.1275 0.3222 2.61 2.63 1.08
C -0.9332 -0.1835 0.2250 -1.76 -1.66 0.02
S -2.6868 -0.3949 -0.0087 0.31 -0.45 -1.36
C -0.2785 1.0534 0.2682 -0.45 1.11 -0.87
O -0.7047 2.2000 0.1260 0.47 -0.07 0.17
C 1.0779 0.4757 0.4682 1.01 -4.32 -0.90
O 2.1561 0.3284 -0.4838 -1.08 1.31 0.00
H -2.5231 -0.6703 -1.3630 -0.56 0.21 1.03
H 1.5986 0.5620 1.3647 0.34 0.54 1.94
H 1.6430 0.0233 -1.2277 0.35 -0.28 -0.90
```
Positions in Å, forces in eV/Å.



# 3
ORCA calculation (ωB97M-V/def2-TZVPD) on a 2-piece molecular cluster, C4H4 overall in a non-equilibrium geometry.

For the electronic energy, the calculation gives -4207.1597 eV. The HOMO-LUMO gap comes out at 11.5 eV. The SMILES is C#C.C#C. As for the total charge: 0.

The geometry in XYZ format:
```
8
Properties=species:S:1:pos:R:3:forces:R:3
C -2.1142 -0.5095 0.7565 -2.43 -0.14 0.05
C -1.3027 -0.6324 -0.1246 0.91 1.19 0.24
H -3.1197 -0.4121 1.2341 1.77 -0.29 -0.32
H -0.4173 -0.2765 -0.6537 -1.31 -1.04 0.52
C 1.4516 0.3259 -0.7874 1.30 -0.57 1.55
C 2.0901 0.5447 0.2517 -3.48 -1.32 -5.74
H 0.8447 -0.1074 -1.6379 1.71 1.02 1.31
H 2.5676 1.0674 0.9614 1.54 1.14 2.39
```
Positions in Å, forces in eV/Å.



# 4
ORCA calculation (ωB97M-V/def2-TZVPD) on an isolated molecule of C4H4 in a non-equilibrium geometry.

For the electronic energy, the calculation gives -4207.4032 eV. The HOMO-LUMO gap (spin up / spin down) comes out at 8.5 / 8.5 eV. The SMILES is C=C=C=C. As for the total charge: 0.

The geometry in XYZ format:
```
8
Properties=species:S:1:pos:R:3:forces:R:3
C -1.5669 1.2669 -0.3231 4.80 -5.83 2.72
C -0.3871 0.3878 -0.0223 -3.50 2.52 -2.36
C 0.5892 -0.4565 0.1582 -2.77 2.90 0.89
C 1.7269 -1.0775 0.3335 -2.89 -2.76 4.45
H -2.3422 0.9118 0.3228 -0.54 0.49 0.69
H -1.9494 1.7412 -1.1883 0.92 0.64 -0.99
H 1.7714 -1.9177 1.2748 0.63 2.53 -3.21
H 2.1582 -0.8560 -0.5556 3.35 -0.48 -2.18
```
Positions in Å, forces in eV/Å.



# 5
ORCA calculation (ωB97M-V/def2-TZVPD) on C4H4 as an isolated structure in a non-equilibrium geometry.

For the electronic energy, the calculation gives -4206.5366 eV. The HOMO-LUMO gap comes out at 11.3 eV. As for the total charge: 0.

The geometry in XYZ format:
```
8
Properties=species:S:1:pos:R:3:forces:R:3
C 3.2603 -0.5148 -0.0282 1.04 1.11 -0.96
C 3.0520 0.6973 -0.0310 -0.12 -3.02 0.50
C -2.5554 -0.1089 0.0282 -1.83 -1.85 2.24
C -3.8091 0.0974 -0.0475 3.98 -0.19 -0.68
H 3.7302 -1.5179 -0.2566 -1.11 1.77 0.63
H 2.6468 1.6645 0.1533 0.18 0.14 -0.16
H -1.4845 -0.7246 0.5672 -4.00 2.59 -2.28
H -4.8404 0.4070 -0.3853 1.86 -0.54 0.72
```
Positions in Å, forces in eV/Å.



# 6
ORCA calculation (ωB97M-V/def2-TZVPD) on an isolated molecule of C4H4 in a non-equilibrium geometry.

Its expectation value of S² is 2.056. For the electronic energy, the calculation gives -4205.8734 eV. The spin multiplicity is 3. The HOMO-LUMO gap (spin up / spin down) comes out at 9.3 / 7.5 eV. As for the total charge: 0.

The geometry in XYZ format:
```
8
Properties=species:S:1:pos:R:3:forces:R:3
C 0.7834 2.4011 1.0051 -0.86 -1.62 0.02
C 0.3852 1.2216 0.9726 0.77 -1.30 -0.43
C 0.1569 -0.1756 0.6240 0.65 3.34 0.96
C -0.2790 -0.5389 -0.6975 -1.05 1.33 -0.66
H 0.1677 -0.9667 1.3230 0.27 -0.19 1.19
H 0.4430 -0.7233 -1.4262 2.00 0.16 -1.15
H -0.9085 0.2482 -1.1089 -0.28 -0.17 -0.16
H -0.7487 -1.4664 -0.6920 -1.49 -1.54 0.23
```
Positions in Å, forces in eV/Å.



# 7
ORCA calculation (ωB97M-V/def2-TZVPD) on a 15-piece molecular cluster, C4H40NO14 overall in a non-equilibrium geometry.

For the electronic energy, the calculation gives -34947.7654 eV. The HOMO-LUMO gap comes out at 11.0 eV. As for the total charge: +1.

The geometry in XYZ format:
```
59
Properties=species:S:1:pos:R:3:forces:R:3
C -2.8018 0.4426 -0.0132 -2.58 0.92 0.47
C -2.4770 -0.3105 1.2652 -0.32 -0.20 0.55
C -3.5287 -1.3986 1.5432 0.95 -0.54 -1.38
C -3.2717 -2.6634 0.6852 0.74 -0.66 0.94
N -1.6260 1.0136 -0.6763 0.00 -0.89 0.99
H -3.5526 0.0060 -0.6744 1.25 -1.24 -0.58
H -3.5410 1.2227 0.2386 1.08 0.76 0.42
H -1.4695 -0.7319 1.2807 0.00 -0.20 -0.32
H -2.5176 0.3672 2.1252 0.13 0.28 -0.21
H -3.4617 -1.6641 2.5926 -0.59 0.17 0.10
H -4.4913 -1.0372 1.1843 -0.27 0.27 0.89
H -2.3330 -2.6142 0.1266 -0.37 0.42 -0.60
H -4.1396 -2.9690 0.1098 0.17 0.11 -0.38
H -3.0175 -3.5198 1.3194 -0.39 0.07 0.22
H -1.0489 0.2765 -1.0534 -0.03 -0.78 -0.39
H -0.9933 1.3601 0.0540 -0.22 0.83 -0.60
H -1.7748 1.6742 -1.4291 -0.05 0.54 0.21
H -0.1791 3.3854 3.0375 -0.09 -0.04 -0.03
H -0.2077 2.3082 1.9287 0.00 0.25 -0.07
O 0.2709 2.6014 2.7089 0.34 -0.20 0.04
H 0.8289 1.8804 -1.2651 -0.41 -0.06 0.02
H 1.6473 2.1514 -0.0699 -0.17 -0.22 0.55
O 0.7661 1.8169 -0.2903 0.53 0.81 -0.14
H 1.3889 -3.2920 1.9496 -0.16 0.85 0.16
H 1.7797 -3.8628 0.6995 0.45 0.32 -0.52
O 1.8784 -3.0094 1.1499 -0.25 -1.40 0.40
H 1.0568 0.0193 -0.2463 0.28 -0.40 0.04
H 1.4722 -1.4718 0.1024 -0.18 0.08 0.08
O 0.7510 -0.9077 -0.2211 -0.37 0.49 0.04
H -0.6090 -3.2067 3.8794 -0.09 -0.37 -0.13
H 0.2534 -2.1082 3.3649 -0.22 -0.24 -0.19
O -0.1781 -2.9399 3.0595 0.21 0.45 0.41
H -0.1096 -1.6881 -1.9682 0.33 -0.23 0.19
H 0.8357 -2.8852 -2.0188 0.14 0.08 -0.01
O 0.3152 -2.3065 -2.5804 -0.40 -0.01 -0.47
H -2.2729 -1.7805 -2.7944 0.06 0.04 -0.22
H -2.1226 -0.3088 -3.3008 -0.12 -0.32 -0.24
O -2.0906 -0.8746 -2.5231 0.04 0.22 0.09
H 2.6680 2.6271 2.0995 -0.08 -0.12 -0.04
H 4.1662 2.7114 1.8597 0.08 -0.08 -0.10
O 3.3755 2.2538 1.5527 -0.26 0.22 0.07
H 0.0616 2.9196 -3.4472 0.06 0.02 0.06
H -0.0714 1.3922 -3.5319 0.46 0.40 0.32
O -0.2526 2.1647 -2.9380 -0.39 -0.33 -0.31
H -2.3602 4.6606 -0.6150 -0.19 -0.19 0.43
H -2.1557 3.9183 -1.8657 -0.06 -0.37 -0.06
O -2.4160 3.7551 -0.9482 0.24 0.60 -0.42
H 3.4103 1.8554 -0.7381 0.41 -0.31 0.03
H 3.5996 0.4807 -1.4013 0.02 -0.01 0.25
O 3.0568 1.2758 -1.4243 0.11 0.27 -0.32
H 0.6646 -0.6786 -3.7681 0.48 -0.02 0.70
H 1.0100 -0.1412 -5.0678 0.35 0.56 -0.20
O 1.0537 0.1364 -4.1414 -0.87 -0.91 -0.53
H 0.7483 -0.0891 3.2435 -0.17 0.22 0.23
H 1.7875 -0.6434 4.1794 -0.05 -0.01 0.27
O 0.8292 -0.5745 4.0780 0.35 0.05 -0.54
H 3.7138 -1.3059 1.2316 0.08 -0.90 -0.09
H 4.3124 -1.9390 -0.1405 -0.16 -0.60 0.68
O 4.0561 -1.1617 0.3512 0.16 1.54 -0.77
```
Positions in Å, forces in eV/Å.



# 8
ORCA calculation (ωB97M-V/def2-TZVPD) on a 16-piece molecular cluster, C4H40O16 overall in a non-equilibrium geometry.

For the electronic energy, the calculation gives -37545.3587 eV. The HOMO-LUMO gap comes out at 3.1 eV. As for the total charge: 0.

The geometry in XYZ format:
```
60
Properties=species:S:1:pos:R:3:forces:R:3
O -1.3372 -3.6094 -3.6680 0.23 -0.67 -0.60
H -0.9938 -2.7502 -3.4123 0.74 1.56 0.73
H -1.6495 -4.0812 -2.8925 -0.24 -0.73 1.29
H -2.0684 -3.5115 -4.2823 -0.60 0.14 -0.60
O 1.4982 2.1618 -4.5983 0.71 -0.32 -0.17
H 1.5302 3.0638 -4.2714 0.82 2.35 0.91
H 1.0625 2.1855 -5.4534 -0.51 -0.22 -0.74
H 0.9767 1.7205 -3.9239 -0.88 -1.31 1.07
C -0.2188 1.0076 0.6233 0.13 0.61 -0.62
C 0.2517 -0.1130 -0.3180 -1.32 -0.53 -0.84
C 0.2233 -1.5223 0.3428 1.14 -0.47 -0.23
O -0.4110 -0.0592 -1.5875 0.10 -0.39 0.75
H 0.2743 1.1311 1.5875 0.31 -0.56 0.10
H -1.2911 1.0768 0.8065 -0.14 -0.21 -0.29
H 0.1251 1.8557 0.0311 -0.57 0.62 0.24
H 1.2767 0.2054 -0.5079 0.69 -0.68 0.19
H 1.0938 -1.6724 0.9814 0.26 0.41 0.40
H 0.4122 -2.3121 -0.3843 -0.19 0.08 -0.60
H -0.5930 -1.9069 0.9542 -0.65 0.78 -0.16
C 3.3986 5.4448 -1.4390 -1.68 0.20 -0.91
O 2.2829 5.4923 -2.2792 0.29 -0.48 -0.55
H 3.0337 5.5629 -0.4187 0.27 -0.53 0.83
H 3.9723 4.5335 -1.6076 0.39 -0.40 0.50
H 4.0928 6.2786 -1.5441 0.42 0.45 -0.43
O -3.6261 2.9519 -2.5704 -0.13 0.11 0.09
H -2.7643 2.5591 -2.7088 0.34 -0.18 0.19
H -4.0934 2.8010 -3.3921 -0.20 0.02 -0.16
O -3.1182 3.6756 4.6912 0.05 0.20 -0.06
H -3.0707 3.2985 5.5697 0.03 -0.05 0.24
H -3.2708 2.9258 4.1161 -0.07 -0.16 -0.19
O -6.2762 4.4707 0.4794 -0.30 -0.14 0.08
H -5.4668 4.0277 0.2249 0.27 -0.10 -0.09
H -6.1449 5.3812 0.2147 0.07 0.23 -0.02
O 3.0543 -3.9144 -3.9041 -0.36 -0.19 -0.15
H 3.1937 -3.3102 -4.6333 0.11 0.11 -0.17
H 3.5432 -3.5294 -3.1767 0.23 0.14 0.41
O 3.1256 3.9667 2.8208 0.14 -0.18 0.31
H 2.4011 4.5907 2.8664 -0.16 0.20 -0.03
H 3.1206 3.6591 1.9144 0.02 0.01 -0.33
O -1.8835 5.5153 1.0016 -0.23 0.17 0.08
H -1.6773 4.7592 1.5511 0.06 -0.16 0.19
H -1.6410 5.2422 0.1168 0.18 -0.01 -0.29
O -1.4588 -4.8562 5.4021 -0.19 -0.11 -0.15
H -1.4685 -4.9538 6.3543 -0.04 -0.05 0.23
H -0.6678 -4.3484 5.2210 0.30 0.17 -0.11
O 3.2752 -5.6003 1.4644 0.21 0.06 -0.20
H 2.3689 -5.8376 1.2681 -0.20 -0.05 -0.07
H 3.2652 -5.3612 2.3913 0.01 0.06 0.31
O 4.8707 -2.4154 -0.8809 -0.03 -0.11 -0.32
H 4.6467 -2.8442 -0.0549 -0.11 -0.24 0.21
H 5.1381 -1.5318 -0.6277 0.05 0.26 0.01
O -2.4085 -5.9432 -0.9060 0.12 0.19 -0.52
H -1.8297 -6.2614 -0.2132 0.22 -0.08 0.16
H -3.2448 -5.7872 -0.4672 -0.28 0.12 0.11
O -4.0827 -1.8333 -1.0092 -0.14 -0.47 -0.30
H -3.4136 -1.2685 -1.3959 0.43 0.39 0.06
H -4.3839 -1.3544 -0.2371 -0.05 0.12 0.20
O 2.2206 -3.3673 5.1364 -0.16 -0.30 -0.10
H 2.5794 -2.6584 4.6027 0.06 0.22 -0.18
H 2.2463 -3.0302 6.0319 0.04 0.06 0.26
```
Positions in Å, forces in eV/Å.